(1)
This record from OMol25 describes one molecule with the formula C4H6FN3. The level of theory is wB97M-V/def2-TZVPD.

Calculated values
relative energy (zero: lowest compared OMol25 entry of this formula, charge and spin): 33.6 kcal/mol
HOMO level: -10.089 eV

```
14
Properties=species:S:1:pos:R:3:forces:R:3
C -1.3421 1.5957 0.8201 2.4046 -1.4679 -2.9515
C -0.2273 0.9963 -0.4845 -2.9417 1.8587 3.0071
F 0.8240 1.8646 -0.5478 0.3707 0.0587 -0.0967
N 0.2305 -0.3035 -0.1499 0.5724 -0.7708 -0.6548
C 0.9850 -1.1256 -0.9284 -0.0617 -0.2905 0.3534
C 1.2007 -2.2296 -0.1446 0.0972 0.4709 -0.7347
N 0.5816 -2.0275 1.0375 0.1766 -0.6788 0.3841
N 0.0171 -0.8912 1.0321 -0.6976 0.8718 0.7191
H -1.2198 0.9102 1.6417 -0.0919 0.0207 0.2010
H -1.0029 2.5959 1.0406 0.0645 0.1904 -0.0151
H -2.3337 1.5757 0.3968 -0.2573 0.0280 0.0053
H -0.7484 1.0276 -1.4435 0.1770 -0.1996 0.1020
H 1.2895 -0.8625 -1.9177 0.0771 0.0800 -0.2496
H 1.7458 -3.1261 -0.3525 0.1102 -0.1715 -0.0695
```
Positions in Å, forces in eV/Å.

---

(2)
This record from OMol25 describes a 2-piece molecular cluster, C4H6FNO overall. The level of theory is wB97M-V/def2-TZVPD.

Calculated values
relative energy (zero: lowest compared OMol25 entry of this formula, charge and spin): 27.5 kcal/mol
HOMO level: -10.693 eV

```
13
Properties=species:S:1:pos:R:3:forces:R:3
C -1.4584 0.6396 -1.5134 -3.6791 -1.9310 2.2615
C -0.9661 -0.5037 -1.0928 -0.3169 -2.0290 0.1906
C 0.3419 -1.1031 -1.5217 0.8216 -0.3171 -1.0143
F 1.1679 -1.4031 -0.4176 -0.2892 -0.0116 -0.0196
H -0.8250 1.2314 -1.9872 2.2501 3.0538 -2.5131
H -2.5482 0.9125 -1.3088 1.9125 -0.1459 -0.2192
H -1.5898 -1.1584 -0.4978 -0.0915 -0.1579 0.0742
H 0.3511 -2.0633 -2.1742 -0.7044 1.4812 1.2811
H 0.8784 -0.3635 -2.1198 0.1373 0.0603 0.0354
N 1.4578 0.8032 1.7029 0.4982 0.1757 0.2903
C 0.4927 1.4391 1.9956 0.2690 1.4084 0.1524
O -0.2247 2.3001 2.3149 -0.7888 -0.3135 0.0963
H 1.6065 -0.0823 1.3188 -0.0189 -1.2734 -0.6157
```
Positions in Å, forces in eV/Å.

---

(3)
This record from OMol25 describes one molecule with the formula C4H6FNOS. The level of theory is wB97M-V/def2-TZVPD.

Calculated values
relative energy (zero: lowest compared OMol25 entry of this formula, charge and spin): 66.9 kcal/mol
HOMO level: -8.681 eV

```
14
Properties=species:S:1:pos:R:3:forces:R:3
C -2.4611 0.2869 0.7513 -2.4946 1.2430 0.5772
S -1.5622 -0.8555 -0.4271 -1.3280 0.9405 0.3452
C 0.0576 -0.3307 -0.1215 4.7030 -1.1964 0.5956
C 1.0319 -1.3118 -0.0235 -4.3566 -1.9511 0.3149
F 2.3204 -1.2600 0.3269 -0.3624 -0.0532 -0.5843
C 0.5826 1.0652 -0.0949 -2.9822 2.5511 -1.1021
N 1.9201 1.2440 0.1118 1.3810 1.5043 -0.8020
O -0.2464 2.0001 -0.2956 2.5928 -1.6750 0.7019
H -3.5923 0.7338 0.2115 3.4585 -1.9424 1.6674
H -2.6994 -0.2694 1.8956 0.8439 1.9455 -3.6035
H -1.8343 1.2743 0.7081 -1.1424 -2.0499 0.7393
H 0.5652 -2.3773 -0.1188 1.6858 1.6654 0.2918
H 2.5747 0.5285 -0.1893 -0.5487 0.0525 0.4161
H 2.3625 2.1717 -0.1033 -1.4501 -1.0343 0.4426
```
Positions in Å, forces in eV/Å.

---

(4)
This record from OMol25 describes C4H6FO4Zn as an isolated structure. The level of theory is wB97M-V/def2-TZVPD.

Calculated values
relative energy (zero: lowest compared OMol25 entry of this formula, charge and spin): 3.6 kcal/mol
multiplicity: 2
HOMO level (spin up / spin down): -7.501 / -10.306 eV
expectation value of S²: 0.751

```
16
Properties=species:S:1:pos:R:3:forces:R:3
O -1.1774 0.4743 0.4866 0.2060 0.7887 -0.5234
C -0.4784 1.3199 1.2634 -0.1866 0.1148 0.3636
C 0.9866 0.8801 1.2326 0.2363 0.1899 -0.2357
O 0.9497 -0.5403 1.1037 -0.1714 0.0802 -0.1370
C 0.2472 -0.9579 0.0331 1.2754 -1.5329 0.4631
O 0.8324 -0.6244 -1.1128 -0.4423 0.7894 0.3867
O -0.4769 -1.9763 0.1379 0.2607 0.5302 -0.5319
C 0.0786 -0.8354 -2.3053 -0.3324 -0.3640 -0.3263
H 1.5213 1.1239 2.1548 -0.1453 -0.1316 -0.2365
F -0.9176 1.2417 2.6133 0.0557 -0.0306 -0.3730
H -0.5999 2.3784 0.9814 -0.0161 -0.2366 0.0837
H 1.4867 1.3235 0.3608 -0.0400 -0.0625 0.2355
H 0.6796 -0.4204 -3.1190 -0.1695 -0.1159 0.2239
H -0.0979 -1.9068 -2.4576 0.1122 0.2465 0.0025
H -0.8910 -0.3249 -2.2436 0.2834 -0.0011 0.0294
Zn -2.1430 -1.1556 0.8705 -0.9262 -0.2644 0.5752
```
Positions in Å, forces in eV/Å.

---

(5)
This record from OMol25 describes C4H6HgMgO4 as an isolated structure. The level of theory is wB97M-V/def2-TZVPD.

Calculated values
relative energy (zero: lowest compared OMol25 entry of this formula, charge and spin): 45.3 kcal/mol
HOMO level (spin up / spin down): -7.357 / -7.202 eV

```
16
Properties=species:S:1:pos:R:3:forces:R:3
O -2.9603 -0.9626 -2.4164 0.5941 0.9440 1.2778
Mg -2.3754 0.0412 -0.9889 -0.2593 -1.3498 -1.4810
O 0.7855 -0.3562 -2.5523 -0.5720 -1.2950 -1.8310
C -0.0846 -1.0556 -1.9062 -2.5862 -1.3545 -2.1029
C -0.1731 -0.9791 -0.5176 -1.1575 -0.2611 0.0631
O 0.8806 -0.2768 0.0821 -2.3637 -2.0849 3.6644
C 0.6091 0.7840 1.0068 -0.4183 -0.0232 0.2296
C 1.9257 1.5425 1.1696 -0.1001 -0.4264 0.9194
O 2.4892 1.8490 -0.0641 1.4548 2.5974 1.9721
Hg 2.0580 0.5453 -1.3642 2.7096 1.3189 -4.3607
H -1.0402 -1.6074 -2.6585 2.2712 1.6169 2.6613
H -0.6052 -1.7981 0.0703 0.1390 0.2994 -0.2531
H 0.2221 0.3729 1.9498 0.1839 0.1226 -0.1699
H -0.1545 1.4487 0.5655 0.0854 -0.1181 0.0030
H 2.6072 0.9180 1.7828 -0.1706 0.1738 -0.1948
H 1.7067 2.4490 1.7658 0.1896 -0.1600 -0.3973
```
Positions in Å, forces in eV/Å.

---

(6)
This record from OMol25 describes C4H6HgO3 as an isolated structure. The level of theory is wB97M-V/def2-TZVPD.

Calculated values
net charge: -1
relative energy (zero: lowest compared OMol25 entry of this formula, charge and spin): 25.3 kcal/mol
multiplicity: 2
HOMO level (spin up / spin down): -2.305 / -1.994 eV
expectation value of S²: 0.783

```
14
Properties=species:S:1:pos:R:3:forces:R:3
O -0.2058 -1.2184 -0.5367 0.0218 1.1804 -0.7178
C 1.0666 -0.8301 -0.6008 2.4989 -2.3653 3.5363
O 1.9510 -1.6671 -0.6905 -1.1272 2.1316 -0.6572
C -1.2636 -0.1772 -0.6739 -0.7663 -1.5305 0.0189
H -1.8427 -0.5238 -1.5475 0.3051 0.2770 0.2084
C -2.1575 -0.2739 0.5493 -0.0350 0.2879 0.3198
H -2.5287 -1.2974 0.7454 0.1624 0.2485 -0.1535
H -1.6524 0.0776 1.4635 -0.0668 -0.1283 -0.2836
H -3.0318 0.3802 0.4001 0.2164 -0.1871 -0.0003
Hg -0.0460 1.5911 -0.9795 -2.7001 3.9948 -2.6247
O 1.2805 0.5756 0.1619 -0.3605 -4.0194 0.1767
C 2.4207 1.2945 0.4964 1.9191 -0.1341 0.2289
H 3.2176 1.1467 -0.2558 -0.2157 0.2963 0.1366
H 2.7923 0.9222 1.4683 0.1480 -0.0518 -0.1885
```
Positions in Å, forces in eV/Å.

---

(7)
This record from OMol25 describes C4H6HgO3 as an isolated structure. The level of theory is wB97M-V/def2-TZVPD.

Calculated values
relative energy (zero: lowest compared OMol25 entry of this formula, charge and spin): 35.0 kcal/mol
multiplicity: 3
HOMO level (spin up / spin down): -8.023 / -9.687 eV
expectation value of S²: 2.016

```
14
Properties=species:S:1:pos:R:3:forces:R:3
C -1.5656 -0.5829 0.6526 -0.4348 -0.2321 -0.3054
C -0.8768 -0.9324 1.9282 0.9184 1.0195 0.7001
O -0.9175 -0.2586 2.9396 -0.2520 -0.7376 -0.7575
H -2.1039 -1.4698 0.2840 0.0636 0.2626 0.0317
H -2.2569 0.2575 0.7825 0.2151 -0.2098 -0.0188
H -0.8034 -0.3455 -0.1054 -0.1629 -0.0264 0.2617
H -0.1660 -1.7858 1.8672 -0.3512 -0.0717 0.0961
O 1.8191 -0.0187 0.6794 -0.1492 -0.0976 1.2998
Hg 2.8647 0.7005 -1.2796 1.1390 0.5805 -0.6999
C 2.4907 0.3048 1.6339 -0.5759 -0.4414 -0.0957
O 3.6381 0.8173 1.7403 0.4060 0.3270 -0.6193
C 4.4293 1.1984 0.4547 0.1346 -0.1091 1.2675
H 5.3396 0.5888 0.5887 -0.5026 -0.0183 -0.5716
H 4.7375 2.2267 0.7091 -0.4483 -0.2456 -0.5888
```
Positions in Å, forces in eV/Å.

---

(8)
This record from OMol25 describes an isolated ion of composition C4H6IN2S and charge +1. The level of theory is wB97M-V/def2-TZVPD.

Calculated values
net charge: +1
multiplicity: 3
HOMO level (spin up / spin down): -11.994 / -13.526 eV
expectation value of S²: 2.006

```
14
Properties=species:S:1:pos:R:3:forces:R:3
C -0.8747 0.6539 0.3996 -0.1675 -0.0007 0.5041
C -0.9318 -0.4698 1.1254 0.3111 0.5111 -0.2962
C -0.1165 0.6858 -0.8346 0.2965 -0.6576 0.1040
C -0.1558 -1.6979 0.8117 0.1947 -0.6044 -0.5169
N 0.3019 -0.4564 -1.3994 1.0376 1.2673 -1.1520
N 0.1935 1.8254 -1.4092 -0.1605 0.2586 -0.1422
S 1.1298 -1.4600 -0.4997 -2.6415 -1.4281 0.4209
I 3.3456 -0.0452 0.3866 1.3604 0.8559 0.6082
H -1.3999 1.5465 0.7000 -0.1607 0.0552 0.0970
H -1.5839 -0.5298 1.9862 0.0159 0.0624 0.1039
H 0.2090 -2.2098 1.6966 0.1897 0.0278 0.0494
H -0.8329 -2.3840 0.2774 0.0224 -0.1078 0.2975
H -0.0623 2.7165 -1.0048 -0.1532 -0.1496 -0.1174
H 0.7782 1.8247 -2.2359 -0.1448 -0.0901 0.0398
```
Positions in Å, forces in eV/Å.

---

| no. | calculated total energy (hartree) | maximum force (eV/Å) |
| --- | --- | --- |
| 1 | -420.09012 | 4.60 |
| 2 | -385.82978 | 4.73 |
| 3 | -783.97348 | 4.89 |
| 4 | -2336.13136 | 2.05 |
| 5 | -810.21791 | 5.30 |
| 6 | -534.96975 | 5.49 |
| 7 | -534.98885 | 1.54 |
| 8 | -961.05508 | 3.03 |